Entry from the Open Molecules 2025 dataset: a structure of composition C23H28IN6OS5Ti (ωB97M-V/def2-TZVPD).

Positions of all 65 atoms, in Å:
Ti: 0.107 -0.059 -0.900
C: 0.122 2.654 -3.482
C: -0.325 3.389 -2.238
S: -1.380 2.312 -1.185
C: -1.535 3.418 0.269
C: -0.246 3.570 1.052
S: 0.454 1.907 1.374
C: 2.215 2.297 1.697
C: 3.078 1.109 1.323
S: 2.697 0.393 -0.313
C: 3.003 1.800 -1.458
C: 2.677 1.379 -2.877
S: 0.905 1.021 -3.164
H: 0.825 3.261 -4.052
H: -0.733 2.419 -4.120
H: -0.925 4.257 -2.519
H: 0.520 3.729 -1.641
H: -2.314 2.963 0.882
H: -1.889 4.386 -0.091
H: -0.445 4.053 2.009
H: 0.494 4.161 0.512
H: 2.326 2.511 2.760
H: 2.478 3.187 1.128
H: 2.905 0.274 2.004
H: 4.136 1.373 1.342
H: 2.394 2.647 -1.141
H: 4.058 2.065 -1.378
H: 3.170 0.433 -3.120
H: 2.998 2.128 -3.602
N: -2.805 -1.506 1.635
C: -2.539 -1.199 2.970
C: -3.576 -1.170 3.897
C: -3.321 -0.829 5.214
C: -2.036 -0.488 5.616
C: -0.993 -0.511 4.702
C: -1.242 -0.879 3.390
S: 0.070 -1.009 2.205
N: -0.760 -0.723 0.748
C: -2.017 -1.145 0.598
C: -2.477 -1.238 -0.774
C: -3.663 -1.859 -1.200
C: -3.875 -2.058 -2.549
C: -2.915 -1.608 -3.459
C: -1.799 -0.951 -2.982
N: -1.570 -0.766 -1.676
H: -3.755 -1.796 1.439
H: -4.580 -1.400 3.578
H: -4.130 -0.816 5.926
H: -1.843 -0.205 6.640
H: 0.010 -0.258 5.007
H: -4.399 -2.206 -0.492
H: -4.758 -2.569 -2.899
H: -3.040 -1.757 -4.520
H: -1.049 -0.562 -3.666
I: 5.876 -4.678 -1.868
C: 4.023 -4.121 -1.080
C: 3.351 -4.722 -0.020
N: 2.202 -4.047 0.164
N: 2.105 -3.056 -0.741
C: 3.204 -3.077 -1.517
H: 3.629 -5.569 0.579
H: 1.460 -4.237 0.826
H: 3.349 -2.397 -2.332
O: 1.063 -1.349 -1.700
N: 1.029 -2.277 -0.728

**Net charge**: +3
**Orbital gap (alpha / beta)**: 6.53 / 5.72 eV
**Energy above the lowest of the compared OMol25 structures with the same formula, charge and spin**: 32.0 kJ/mol
**Multiplicity**: 3

---

Entry from the Open Molecules 2025 dataset: a structure of composition C28H55DyO2Si4 (ωB97M-V/def2-TZVPD).

Positions of all 90 atoms, in Å:
O: 0.595 -0.987 -4.522
C: 1.089 0.297 -5.226
C: 1.051 -0.334 -6.602
H: 2.106 0.497 -4.865
H: 0.382 1.119 -5.042
C: 0.700 -1.659 -5.896
H: 2.037 -0.327 -7.081
H: 0.282 0.067 -7.272
C: 1.857 -2.620 -5.983
H: 2.794 -2.105 -5.751
H: 1.936 -2.982 -7.020
H: 1.735 -3.493 -5.332
C: -0.612 -2.343 -6.231
H: -1.460 -1.645 -6.237
H: -0.831 -3.152 -5.512
H: -0.534 -2.820 -7.220
Dy: 0.144 -1.314 -2.510
C: -1.050 -0.950 -0.284
C: -0.508 0.322 -0.658
C: -1.275 0.808 -1.752
H: 0.288 0.859 -0.151
C: -2.248 -0.178 -2.099
C: -2.087 -1.285 -1.201
H: -2.699 -2.181 -1.168
H: -0.785 -1.522 0.596
H: -1.225 1.814 -2.175
H: -3.009 -0.064 -2.868
C: 1.730 -2.080 -0.597
C: 1.213 -3.269 -1.212
C: 1.738 -3.341 -2.537
H: 0.599 -4.032 -0.723
C: 2.572 -2.190 -2.740
C: 2.534 -1.389 -1.559
H: 3.070 -0.438 -1.403
H: 1.589 -1.780 0.446
H: 1.603 -4.174 -3.225
H: 3.220 -2.002 -3.601
O: -0.573 3.056 -4.835
C: -2.012 3.175 -5.002
C: -2.452 4.522 -4.421
H: -2.495 2.356 -4.426
H: -2.292 3.047 -6.062
C: -1.328 4.903 -3.425
H: -3.400 4.426 -3.876
H: -2.538 5.270 -5.225
C: -0.141 3.999 -3.814
H: -1.677 4.639 -2.419
H: -1.047 5.961 -3.482
H: 0.182 3.433 -2.928
H: 0.727 4.599 -4.146
C: 3.069 -0.571 4.211
Si: 1.818 0.843 4.383
C: 1.832 1.462 6.161
C: 2.315 2.254 3.236
Si: -0.248 0.038 3.689
Si: -0.529 -1.933 4.898
C: 0.183 -1.847 6.643
C: -2.370 -2.340 5.017
C: 0.364 -3.282 3.924
Si: -1.782 1.495 4.649
C: -1.933 1.282 6.531
C: -1.307 3.280 4.298
C: -3.443 1.112 3.853
H: 4.055 -0.174 4.503
H: 3.130 -0.920 3.168
H: 2.836 -1.433 4.854
H: 2.829 1.879 6.364
H: 1.098 2.258 6.332
H: 1.648 0.665 6.889
H: 2.462 1.889 2.209
H: 1.571 3.060 3.210
H: 3.269 2.672 3.592
H: -0.375 -1.155 7.285
H: 0.107 -2.851 7.086
H: 1.240 -1.556 6.663
H: -2.770 -2.611 4.029
H: -2.483 -3.209 5.682
H: -2.977 -1.518 5.419
H: -0.077 -3.406 2.923
H: 1.435 -3.068 3.802
H: 0.259 -4.233 4.468
H: -0.986 1.479 7.054
H: -2.676 2.017 6.882
H: -2.287 0.280 6.816
H: -1.622 3.557 3.284
H: -1.841 3.927 5.009
H: -0.233 3.480 4.390
H: -3.401 1.287 2.769
H: -3.768 0.078 4.017
H: -4.198 1.787 4.280

**Net charge**: 0
**Orbital gap (alpha / beta)**: 4.81 / 6.50 eV
**Energy above the lowest of the compared OMol25 structures with the same formula, charge and spin**: 4.5 kJ/mol
**Multiplicity**: 6

---

Entry from the Open Molecules 2025 dataset: a cluster of 10 separate species, C10H40N20O10 in total (ωB97M-V/def2-TZVPD).

Positions of all 80 atoms, in Å:
C: 4.358 0.501 1.362
O: 4.655 -0.262 2.259
N: 3.325 0.715 0.601
N: 5.263 1.418 0.914
H: 2.393 0.334 0.692
H: 3.484 1.586 0.115
H: 6.127 1.354 1.434
H: 5.283 2.099 0.168
C: 1.893 -2.064 -4.698
O: 2.427 -1.777 -3.698
N: 0.661 -2.434 -4.920
N: 2.509 -2.261 -5.809
H: 0.114 -2.555 -4.080
H: 0.326 -2.865 -5.770
H: 3.505 -2.429 -5.811
H: 2.070 -2.667 -6.623
C: -2.462 -1.736 -3.672
O: -1.469 -1.866 -2.948
N: -2.581 -0.853 -4.610
N: -3.631 -2.254 -3.443
H: -3.407 -0.951 -5.183
H: -1.932 -0.247 -5.091
H: -3.770 -2.716 -2.556
H: -4.397 -1.907 -4.003
C: -1.726 0.537 3.908
O: -1.504 -0.663 3.765
N: -1.234 1.421 3.066
N: -2.287 1.041 4.918
H: -0.650 1.129 2.295
H: -1.072 2.369 3.373
H: -2.411 2.036 5.041
H: -2.812 0.427 5.524
C: -5.739 0.000 3.540
O: -5.509 0.622 4.585
N: -6.793 -0.086 2.887
N: -4.796 -0.717 2.863
H: -7.701 0.025 3.316
H: -6.772 -0.683 2.073
H: -4.998 -0.945 1.900
H: -3.832 -0.664 3.161
C: 3.339 -3.062 -0.390
O: 3.640 -3.993 -1.050
N: 3.176 -1.941 -0.999
N: 3.282 -3.020 0.821
H: 3.657 -1.156 -0.585
H: 3.206 -2.243 -1.962
H: 3.059 -3.876 1.308
H: 2.955 -2.095 1.061
C: -0.095 3.533 0.634
O: 0.374 4.517 1.181
N: -1.139 3.597 -0.163
N: 0.264 2.286 0.715
H: -1.631 2.918 -0.727
H: -1.485 4.546 -0.126
H: 0.942 1.936 1.376
H: -0.172 1.681 0.034
C: 0.129 -1.144 0.287
O: 0.964 -0.738 1.064
N: -1.104 -1.447 0.611
N: 0.388 -1.387 -0.914
H: -1.655 -1.981 -0.046
H: -1.500 -1.191 1.505
H: -0.264 -1.741 -1.599
H: 1.350 -1.417 -1.218
C: 1.721 0.909 5.007
O: 1.568 -0.010 5.808
N: 1.841 0.865 3.777
N: 1.951 2.159 5.319
H: 2.229 1.678 3.319
H: 1.905 -0.090 3.455
H: 2.137 2.297 6.302
H: 2.196 2.780 4.561
C: 0.131 1.629 -4.017
O: 0.921 1.263 -4.836
N: -0.183 2.898 -3.856
N: -0.568 0.892 -3.176
H: -0.944 3.166 -3.249
H: 0.186 3.702 -4.343
H: -1.180 1.381 -2.538
H: -0.504 -0.116 -3.197

**Net charge**: +1
**Orbital gap (alpha / beta)**: 8.51 / 3.12 eV
**Energy above the lowest of the compared OMol25 structures with the same formula, charge and spin**: 368.8 kJ/mol
**Multiplicity**: 2

---

Entry from the Open Molecules 2025 dataset: a cluster of 7 separate species, C36H63N7O21PS in total (ωB97M-V/def2-TZVPD).

Positions of all 129 atoms, in Å:
C: 4.685 -2.659 -0.881
C: 3.693 -2.366 0.274
C: 4.390 -1.456 1.277
N: 3.548 -0.995 2.409
N: 2.460 -1.802 2.679
C: 2.521 -2.942 3.345
C: 3.712 -3.630 3.908
C: 3.656 -5.113 3.501
C: 4.911 -5.877 3.907
C: 4.861 -6.400 5.360
O: 3.811 -5.800 6.107
C: 4.248 -5.130 7.276
N: 1.293 -3.472 3.483
C: 0.477 -2.624 2.879
N: -0.866 -2.833 2.857
S: -1.417 -4.304 3.581
C: -1.890 -1.969 2.305
C: -2.054 -0.645 3.051
N: -1.844 -0.525 4.292
N: 1.142 -1.547 2.325
P: 0.748 -0.079 1.432
N: 0.390 1.040 2.409
O: 2.003 0.417 0.584
O: -0.344 -0.348 0.312
H: 5.649 -2.195 -0.671
H: 4.889 -3.723 -0.950
H: 4.325 -2.268 -1.826
H: 3.497 -3.330 0.745
H: 2.766 -1.947 -0.105
H: 4.677 -0.552 0.735
H: 5.326 -1.898 1.623
H: 4.114 -0.904 3.247
H: 3.658 -3.517 4.992
H: 4.643 -3.163 3.594
H: 2.758 -5.542 3.935
H: 3.482 -5.133 2.423
H: 5.793 -5.270 3.699
H: 4.974 -6.744 3.250
H: 5.826 -6.209 5.829
H: 4.672 -7.472 5.348
H: 4.362 -5.809 8.122
H: 3.487 -4.392 7.527
H: 5.180 -4.585 7.104
H: -1.450 -3.979 4.892
H: -2.842 -2.474 2.469
H: -1.862 -1.865 1.222
H: -2.358 0.236 2.493
H: -1.575 -1.416 4.717
H: 0.385 0.733 3.373
H: 1.903 0.104 -0.330
H: -0.275 -1.282 0.022
C: -3.114 0.329 -4.115
C: -2.654 -1.089 -3.827
C: -3.531 -1.865 -2.875
O: -2.590 -2.765 -2.256
C: -1.385 -2.177 -2.306
O: -0.424 -2.561 -1.693
O: -1.386 -1.112 -3.113
H: -2.457 1.060 -3.651
H: -3.100 0.517 -5.184
H: -4.133 0.508 -3.775
H: -2.506 -1.639 -4.758
H: -4.317 -2.421 -3.378
H: -3.975 -1.241 -2.096
C: -7.551 3.161 -8.156
C: -6.704 2.131 -7.437
C: -6.229 2.532 -6.059
O: -4.994 1.807 -5.935
C: -4.512 1.620 -7.189
O: -3.406 1.245 -7.427
O: -5.441 1.915 -8.114
H: -7.004 3.611 -8.983
H: -8.446 2.676 -8.561
H: -7.887 3.954 -7.484
H: -7.225 1.172 -7.406
H: -6.922 2.240 -5.273
H: -6.014 3.598 -5.968
C: 1.085 5.109 -3.049
C: -0.273 4.692 -2.504
C: -0.651 3.250 -2.757
O: -2.080 3.311 -2.816
C: -2.415 4.564 -3.229
O: -3.498 4.884 -3.588
O: -1.340 5.386 -3.178
H: 0.975 5.772 -3.904
H: 1.653 5.647 -2.291
H: 1.686 4.248 -3.345
H: -0.347 4.932 -1.441
H: -0.333 2.583 -1.957
H: -0.279 2.869 -3.712
C: 7.290 2.420 1.417
C: 6.997 2.278 2.902
C: 8.185 1.909 3.762
O: 7.570 1.182 4.841
C: 6.437 0.645 4.364
O: 5.788 -0.196 4.916
O: 6.113 1.163 3.166
H: 6.856 1.596 0.852
H: 6.859 3.342 1.029
H: 8.360 2.460 1.216
H: 6.506 3.176 3.279
H: 8.719 2.776 4.143
H: 8.892 1.246 3.258
C: -12.400 4.044 -10.926
C: -11.931 2.634 -10.601
C: -12.825 1.860 -9.661
O: -11.896 0.984 -9.007
C: -10.689 1.588 -9.026
O: -9.746 1.237 -8.386
O: -10.691 2.649 -9.860
H: -11.761 4.786 -10.451
H: -12.362 4.222 -11.999
H: -13.430 4.212 -10.612
H: -11.753 2.072 -11.520
H: -13.589 1.285 -10.179
H: -13.300 2.489 -8.905
C: 3.371 0.907 9.602
C: 4.751 1.454 9.265
C: 5.555 0.616 8.298
O: 6.901 0.901 8.689
C: 6.881 1.239 10.005
O: 7.841 1.327 10.693
O: 5.607 1.454 10.422
H: 3.340 0.533 10.623
H: 2.618 1.688 9.518
H: 3.076 0.106 8.922
H: 4.674 2.486 8.915
H: 5.394 0.894 7.260
H: 5.381 -0.457 8.411

**Net charge**: +1
**Orbital gap**: 9.65 eV
**Multiplicity**: 1

---

Quick rundown of max |F|, same order as above: 5.5, 6.1, 9.5, 3.8 eV/Å